(1)
The following is a DFT calculation (the ωB97M-V functional and the def2-TZVPD basis) of a molecular structure, C20H26BO2Os.

- E: -28368.8956 eV
- Total charge: +3
- Frontier orbital gap (alpha / beta): 7.24 / 6.61 eV
- E_LUMO (alpha / beta): -0.429 / -0.476 hartree
- Spin multiplicity: 5
- ⟨S²⟩: 6.046

Last column: Mulliken charge in e.
Element x y z (Å)
Os (-0.9758, -0.6091, 0.2143)  0.77
C (-1.4864, -2.2697, -4.4673)  -1.39
C (-1.6713, -2.4381, -2.9355)  -0.03
C (-1.3027, -3.8538, -2.4965)  -1.48
C (-0.8426, -1.3685, -2.3011)  0.58
C (-1.4189, -0.1469, -1.8616)  -0.62
C (-0.6059, 0.9073, -1.3273)  -0.84
C (0.8209, 0.7893, -1.2982)  0.93
C (1.6710, 1.9498, -0.9220)  -1.31
C (1.3584, -0.4561, -1.6627)  -1.04
C (0.5583, -1.4952, -2.1302)  -0.12
H (-2.1044, -3.0181, -4.9612)  0.42
H (-0.4479, -2.4413, -4.7529)  0.40
H (-1.7998, -1.2859, -4.8145)  0.40
H (-2.7205, -2.2338, -2.7048)  0.41
H (-0.3250, -4.1553, -2.8737)  0.38
H (-2.0305, -4.5512, -2.9074)  0.43
H (-1.3158, -3.9727, -1.4104)  0.36
H (-2.4796, 0.0317, -2.0205)  0.66
H (-1.0690, 1.8644, -1.1139)  0.57
H (1.3218, 2.4310, -0.0079)  0.30
H (1.5888, 2.7017, -1.7147)  0.39
H (2.7175, 1.6756, -0.8174)  0.43
H (2.4316, -0.5979, -1.6099)  0.48
H (1.0270, -2.4308, -2.4134)  0.47
C (-0.1092, -0.3933, 8.7032)  -2.05
C (-0.5224, -1.1687, 7.4537)  1.93
C (-2.0367, -1.5548, 7.5540)  -1.36
C (0.3049, -2.4816, 7.3573)  -1.38
C (-0.3720, -0.4019, 6.1927)  0.25
C (0.0348, 0.9816, 6.1863)  -0.44
C (0.1765, 1.7237, 5.0413)  -1.38
C (-0.1104, 1.0579, 3.8548)  1.33
O (-0.0541, 1.5674, 2.5917)  -0.37
B (-0.4422, 0.5489, 1.7768)  0.98
O (-0.7354, -0.6357, 2.4778)  -0.54
C (-0.5239, -0.2977, 3.8319)  -0.42
C (-0.6675, -1.0557, 4.9349)  -0.56
H (-0.2679, -1.0313, 9.5714)  0.42
H (-0.7165, 0.4993, 8.8590)  0.50
H (0.9478, -0.1244, 8.6858)  0.49
H (-2.1461, -2.1134, 8.4844)  0.43
H (-2.3697, -2.1983, 6.7406)  0.38
H (-2.6735, -0.6727, 7.6046)  0.41
H (0.1431, -3.0225, 8.2894)  0.45
H (1.3684, -2.2663, 7.2630)  0.40
H (-0.0135, -3.1346, 6.5460)  0.36
H (0.2385, 1.4389, 7.1440)  0.56
H (0.4868, 2.7600, 5.0489)  0.51
H (-0.9806, -2.0891, 4.9082)  0.54


(2)
The following is a DFT calculation (the ωB97M-V functional and the def2-TZVPD basis) of a molecular structure, C20H26Br2N5PtS.

- E: -182774.7697 eV
- Total charge: +1
- Frontier orbital gap: 7.96 eV
- Energy relative to the best compared isomer or geometry (same formula, charge and spin): 22.9 kJ/mol
- E_LUMO: -0.112 hartree
- Spin multiplicity: 1

Last column: Mulliken charge in e.
Element x y z (Å)
Pt (0.3081, -0.4136, -0.4134)  0.43
Br (-0.8888, 0.5522, -2.3912)  -0.04
C (-0.1026, 2.2669, -2.8823)  -0.11
Br (1.7895, 2.1857, -3.0928)  -0.07
H (-0.3596, 2.9596, -2.0914)  -0.09
H (-0.5654, 2.5227, -3.8274)  0.47
C (-4.0184, -0.1206, 2.8013)  -1.15
C (-3.4933, -0.0578, 1.3663)  -0.71
C (-2.9995, 1.3165, 0.9875)  0.78
C (-3.9214, 2.3331, 0.7426)  -0.44
C (-3.5120, 3.5951, 0.3543)  -1.10
C (-2.1590, 3.8686, 0.2050)  -0.80
C (-1.2057, 2.8889, 0.4473)  1.08
C (0.2645, 3.2238, 0.3761)  -0.12
C (0.8526, 3.5639, 1.7472)  -1.39
C (-1.6479, 1.6210, 0.8436)  -1.09
N (-0.6632, 0.6050, 1.0671)  0.51
C (-0.3725, 0.1998, 2.2664)  0.45
C (0.5367, -0.8700, 2.3836)  -0.65
C (1.0996, -1.6258, 3.4095)  -0.93
C (1.8276, -2.6448, 2.7913)  -0.71
C (1.6922, -2.4763, 1.4128)  -0.35
N (0.9302, -1.3975, 1.1712)  -0.12
H (-4.4288, -1.1058, 3.0202)  0.40
H (-4.8052, 0.6168, 2.9624)  0.35
H (-3.2269, 0.0830, 3.5255)  0.26
H (-4.2963, -0.3308, 0.6782)  0.54
H (-2.7052, -0.7994, 1.2290)  0.13
H (-4.9781, 2.1167, 0.8465)  0.49
H (-4.2449, 4.3686, 0.1668)  0.42
H (-1.8350, 4.8607, -0.0883)  0.49
H (0.4019, 4.0799, -0.2894)  0.58
H (0.8248, 2.3897, -0.0584)  -0.20
H (0.3361, 4.4178, 2.1863)  0.36
H (1.9105, 3.8145, 1.6665)  0.41
H (0.7518, 2.7272, 2.4394)  0.26
H (-0.8220, 0.6889, 3.1253)  0.65
H (0.9578, -1.4752, 4.4673)  0.51
H (2.3779, -3.4333, 3.2764)  0.46
H (2.0917, -3.0781, 0.6118)  0.48
C (2.0756, -5.2292, -3.5744)  -1.05
C (2.2022, -3.8314, -4.1843)  -0.57
C (2.3279, -2.7788, -3.1329)  0.35
N (1.3574, -2.0705, -2.6932)  -0.61
N (1.7359, -1.2101, -1.6870)  0.63
C (3.0123, -1.2899, -1.3729)  0.32
N (3.6065, -0.5174, -0.4562)  -0.29
S (3.8518, -2.4437, -2.3336)  -0.15
H (2.0191, -5.9787, -4.3618)  0.36
H (1.1748, -5.3024, -2.9659)  0.31
H (2.9347, -5.4685, -2.9461)  0.32
H (1.3202, -3.5862, -4.7751)  0.27
H (3.0673, -3.7854, -4.8480)  0.34
H (3.0387, 0.0934, 0.1096)  0.11
H (4.5738, -0.6388, -0.2179)  0.21


(3)
The following is a DFT calculation (the ωB97M-V functional and the def2-TZVPD basis) of a molecular structure, C20H26Br3N5OS.

- E: -251605.6557 eV
- Total charge: +2
- Frontier orbital gap: 6.97 eV
- E_LUMO: -0.257 hartree
- Spin multiplicity: 1

Last column: Mulliken charge in e.
Element x y z (Å)
C (4.5532, -3.7055, -1.4128)  -1.09
C (3.7984, -3.9595, -2.7289)  -0.30
C (4.4275, -3.3233, -3.9607)  -0.64
N (4.0044, -1.9144, -4.2675)  -0.90
N (3.3507, -1.2169, -3.2330)  0.52
C (4.0275, -0.5442, -2.2817)  -0.39
C (3.3482, 0.1588, -1.3109)  -0.53
C (1.9504, 0.1501, -1.3101)  0.41
C (1.1713, 0.8862, -0.2718)  0.50
C (0.9229, 0.3067, 0.9754)  -0.33
C (0.1432, 0.9807, 1.8891)  -0.47
N (-0.3753, 2.1862, 1.5992)  0.25
C (-1.2981, 2.8604, 2.5627)  -1.01
C (-2.7389, 2.3920, 2.4052)  0.43
C (-3.0568, 0.9234, 2.7108)  -0.92
C (-2.9621, -0.0079, 1.5009)  -0.16
S (-4.1348, 0.4644, 0.2018)  -0.17
C (-4.4534, -1.0986, -0.4744)  0.48
N (-3.9710, -1.5462, -1.5839)  -0.24
N (-4.5352, -2.8012, -1.7687)  -0.39
C (-5.3000, -2.9971, -0.7572)  0.05
O (-5.3083, -1.9631, 0.1103)  -0.24
C (-0.1159, 2.7804, 0.4209)  -0.13
C (0.6482, 2.1547, -0.5368)  -0.69
C (1.2798, -0.5597, -2.3106)  -0.45
C (2.0065, -1.2275, -3.2735)  -0.51
H (5.2264, -4.5330, -1.1982)  0.37
H (3.8696, -3.6298, -0.5674)  0.28
H (5.1633, -2.8026, -1.4474)  0.30
H (2.7443, -3.6893, -2.6362)  0.22
H (3.7916, -5.0323, -2.9231)  0.43
H (4.1620, -3.8994, -4.8454)  0.34
H (5.5145, -3.3550, -3.8692)  0.36
H (4.7919, -1.3428, -4.5494)  0.30
H (5.1069, -0.5737, -2.3345)  0.54
H (3.9135, 0.7022, -0.5648)  0.53
H (1.3168, -0.6688, 1.2288)  0.57
H (-0.0894, 0.5716, 2.8626)  0.40
H (-0.9007, 2.7137, 3.5665)  0.36
H (-1.2394, 3.9252, 2.3402)  0.29
H (-3.2919, 3.0230, 3.1000)  -0.51
H (-3.0790, 2.6669, 1.4030)  0.41
H (-4.0746, 0.8832, 3.1015)  0.38
H (-2.4166, 0.5372, 3.5112)  0.39
H (-3.1265, -1.0424, 1.8005)  0.56
H (-1.9657, 0.0290, 1.0584)  -0.17
H (-5.9051, -3.8672, -0.5577)  0.42
H (-0.5596, 3.7534, 0.2597)  0.43
H (0.8213, 2.6501, -1.4827)  0.53
H (0.1981, -0.5795, -2.3548)  0.67
H (1.5598, -1.7710, -4.0946)  0.47
C (-3.8295, 5.2658, 5.3645)  -0.31
Br (-2.2823, 6.1644, 4.6602)  -0.01
Br (-5.2543, 5.2074, 4.0807)  0.01
Br (-3.3744, 3.4931, 5.9688)  -0.01
H (-4.1733, 5.8217, 6.2252)  0.35


(4)
The following is a DFT calculation (the ωB97M-V functional and the def2-TZVPD basis) of 2 unconnected molecules or ions with the total composition C20H26ClN3O6S2 in a non-equilibrium geometry.

- E: -72110.1773 eV
- Total charge: 0
- Frontier orbital gap: 8.35 eV
- SMILES string: O=C(O)c1sccc1S(=O)(=O)Nc1ccc(Cl)cc1.CNC(=O)[C@H](CC(C)C)NC(C)=O
- E_LUMO: -0.027 hartree
- Spin multiplicity: 1

Last column: Mulliken charge in e.
Element x y z (Å)
O (-1.4328, -4.6762, 5.1374)  -0.62
O (4.3272, 5.0806, 0.5756)  -0.64
O (2.6755, 0.9750, -1.6914)  -0.68
O (0.6599, -5.1609, 0.8151)  -0.69
O (-0.4318, -3.6854, -0.7600)  -0.67
Cl (-6.8977, -3.8682, -2.2070)  -0.21
O (-0.9939, -5.8560, 3.2695)  -0.39
S (-1.3734, -1.9340, 4.1449)  -0.18
C (-1.1920, -4.7039, 3.9418)  0.47
C (4.1289, 5.2458, -0.6200)  0.78
C (2.4706, 2.1514, -1.9542)  -0.10
C (-1.1499, -0.9602, 2.7064)  -0.44
C (-0.8976, -1.7193, 1.5939)  -0.34
C (-1.1328, -3.4166, 3.2280)  0.67
C (-0.8906, -3.1522, 1.8820)  -0.56
C (-5.1751, -3.9565, -0.0865)  -0.72
C (-4.4247, -5.0217, -2.1215)  -0.66
C (-3.9766, -4.3177, 0.5440)  -0.02
C (-3.2322, -5.3914, -1.4868)  -0.35
C (-5.4029, -4.3095, -1.4209)  0.27
C (-3.0052, -5.0385, -0.1536)  -0.09
N (2.0663, 2.4588, -3.1947)  -0.10
N (3.3621, 4.4445, -1.3608)  0.05
N (-1.8448, -5.4419, 0.4787)  -0.20
C (4.7682, 6.4120, -1.3360)  -1.25
C (1.6727, 3.7492, -3.7630)  -0.97
C (1.5077, 1.6956, 1.5811)  -1.35
C (-0.5935, 2.9553, 1.2127)  -1.54
C (0.6684, 2.4242, 0.5302)  1.11
C (1.4268, 3.6017, -0.1125)  -1.10
C (2.7208, 3.2193, -0.8640)  0.41
S (-0.5359, -4.3532, 0.5459)  1.44
H (-1.0522, -6.5510, 3.9410)  0.37
H (-1.2024, 0.1227, 2.7114)  0.33
H (-0.7161, -1.3051, 0.6013)  0.58
H (-5.9368, -3.4054, 0.4567)  0.39
H (-4.6002, -5.2903, -3.1589)  0.38
H (-3.8056, -4.0539, 1.5825)  0.42
H (-2.4792, -5.9418, -2.0415)  0.37
H (1.9803, 1.6498, -3.7931)  0.30
H (3.2712, 4.6556, -2.3392)  0.05
H (-1.4443, -6.3020, 0.1375)  0.42
H (5.4441, 6.0351, -2.1010)  0.32
H (3.9959, 7.0310, -1.7877)  0.33
H (5.3310, 7.0007, -0.6122)  0.33
H (1.0032, 3.5816, -4.6088)  0.32
H (1.1438, 4.3547, -3.0259)  0.32
H (2.5529, 4.2842, -4.1235)  0.30
H (2.3518, 1.2000, 1.1017)  0.30
H (1.8803, 2.4035, 2.3219)  0.34
H (0.9114, 0.9341, 2.0768)  0.29
H (-1.1725, 2.1276, 1.6163)  0.31
H (-1.2082, 3.4862, 0.4862)  0.43
H (-0.3236, 3.6362, 2.0207)  0.36
H (0.3642, 1.7159, -0.2397)  0.21
H (1.6809, 4.3133, 0.6748)  0.54
H (0.7539, 4.1041, -0.8067)  -0.14
H (3.4041, 2.7633, -0.1448)  0.47